No. 1
{
  "formula": "C21H21N4O5PS3Sn",
  "method": "ωB97M-V/def2-TZVPD",
  "symbols": ["Sn", "O", "N", "C", "C", "C", "C", "C", "S", "H", "H", "H", "H", "C", "C", "O", "P", "S", "S", "O", "C", "C", "H", "H", "H", "H", "H", "H", "H", "H", "H", "H", "O", "N", "O", "C", "C", "C", "C", "C", "C", "N", "C", "C", "N", "C", "C", "C", "C", "H", "H", "H", "H", "H", "H", "H"],
  "positions_angstrom": [[0.010, -0.170, -0.036], [-1.610, -1.901, 0.569], [-1.330, -2.834, 1.443], [-2.068, -3.971, 1.398], [-1.874, -4.999, 2.282], [-0.884, -4.878, 3.258], [-0.106, -3.725, 3.261], [-0.308, -2.703, 2.341], [0.696, -1.323, 2.296], [-2.806, -3.983, 0.610], [-2.482, -5.889, 2.211], [-0.713, -5.660, 3.982], [0.695, -3.599, 3.968], [-1.508, -0.187, -6.313], [-1.767, 1.150, -5.634], [-0.656, 1.490, -4.825], [-0.790, 1.477, -3.210], [1.030, 1.683, -2.498], [-1.975, -0.009, -2.624], [-1.620, 2.881, -3.087], [-2.066, 3.273, -1.807], [-3.020, 4.444, -1.952], [-2.344, -0.465, -6.951], [-1.373, -0.946, -5.547], [-0.601, -0.123, -6.909], [-2.674, 1.090, -5.022], [-1.888, 1.951, -6.373], [-1.207, 3.542, -1.181], [-2.578, 2.429, -1.327], [-2.503, 5.304, -2.369], [-3.414, 4.702, -0.974], [-3.837, 4.172, -2.618], [3.269, 5.729, 3.205], [2.011, 5.740, 3.099], [1.365, 6.745, 3.514], [1.321, 4.696, 2.553], [-0.105, 4.797, 2.528], [-0.902, 3.796, 2.045], [-2.342, 3.839, 2.043], [-3.052, 2.783, 1.561], [-2.387, 1.655, 1.055], [-1.050, 1.600, 1.021], [-0.316, 2.608, 1.488], [1.115, 2.509, 1.447], [1.612, 1.410, 0.873], [2.928, 1.221, 0.832], [3.809, 2.125, 1.386], [3.324, 3.279, 1.977], [1.939, 3.524, 2.010], [-0.541, 5.694, 2.942], [-2.836, 4.719, 2.434], [-4.135, 2.799, 1.552], [-2.911, 0.796, 0.657], [3.259, 0.317, 0.338], [4.874, 1.937, 1.357], [3.992, 4.003, 2.412]],
  "atomic_forces_ev_per_a": [[0.29, 0.71, -0.15], [-0.03, -0.14, 0.24], [-0.44, -0.46, -0.19], [0.06, 0.16, 0.07], [0.01, -0.14, 0.16], [0.38, 0.78, -0.19], [-0.56, -1.27, 0.34], [0.31, 0.81, -0.38], [0.10, 0.06, 0.42], [0.00, 0.09, 0.00], [-0.07, 0.01, -0.06], [0.03, -0.06, 0.04], [0.07, 0.06, 0.08], [0.03, 0.28, 0.21], [-0.32, -0.10, -0.15], [0.20, -0.11, 0.01], [-0.07, 0.49, -0.28], [-0.28, -0.05, 0.05], [0.13, 0.12, 0.07], [0.31, -0.45, -0.47], [-0.33, 0.11, 0.65], [0.28, -0.26, -0.05], [-0.13, -0.04, -0.12], [0.00, -0.09, 0.05], [0.10, -0.05, -0.11], [0.08, 0.05, -0.14], [-0.01, -0.07, 0.09], [-0.05, 0.00, -0.03], [0.07, 0.16, -0.08], [0.04, 0.15, -0.05], [-0.06, 0.08, 0.13], [-0.14, -0.01, -0.04], [0.53, -0.13, -0.03], [-0.29, -0.17, -0.10], [-0.14, 0.30, 0.15], [-0.02, 0.20, 0.10], [-0.52, -0.17, -0.03], [0.52, 0.36, 0.15], [-0.31, 0.22, 0.04], [0.01, -0.33, -0.12], [-0.82, -0.29, 0.02], [0.44, -0.87, -0.42], [0.17, 0.42, 0.18], [-0.31, 0.20, 0.12], [0.20, -0.43, 0.01], [0.03, -0.12, -0.07], [0.05, -0.21, -0.13], [-0.09, 0.05, 0.03], [0.64, 0.22, 0.10], [-0.04, -0.03, -0.02], [-0.03, 0.05, 0.02], [-0.04, -0.02, 0.00], [-0.07, 0.05, 0.01], [0.09, -0.10, -0.04], [0.04, -0.05, -0.05], [-0.09, 0.03, 0.00]],
  "total_charge": -2,
  "de_lowest_kcal_mol": 10.0,
  "e_lumo_ev": [3.972, 3.971],
  "molar_mass_g_mol": 655.31,
  "e_tot_ha": -3158.341985
}

No. 2
{
  "formula": "C50H38N4O4",
  "method": "ωB97M-V/def2-TZVPD",
  "symbols": ["C", "C", "C", "C", "N", "C", "C", "C", "C", "C", "C", "C", "C", "C", "C", "C", "C", "C", "C", "C", "N", "C", "C", "C", "C", "C", "C", "C", "C", "C", "C", "C", "C", "C", "C", "C", "C", "C", "C", "H", "H", "H", "H", "H", "H", "H", "H", "H", "H", "H", "H", "H", "H", "H", "H", "H", "H", "H", "H", "H", "H", "H", "H", "H", "H", "H", "H", "H", "C", "C", "C", "C", "C", "N", "O", "O", "C", "C", "C", "C", "C", "C", "N", "O", "O", "C", "C", "H", "H", "H", "H", "H", "H", "H", "H", "H"],
  "positions_angstrom": [[3.176, 3.410, 6.379], [3.057, 2.056, 6.725], [1.932, 1.343, 6.336], [0.935, 1.994, 5.599], [-0.175, 1.221, 5.162], [-1.385, 1.345, 5.899], [-2.232, 2.429, 5.658], [-3.358, 2.610, 6.456], [-3.635, 1.708, 7.489], [-2.775, 0.630, 7.735], [-1.635, 0.458, 6.955], [-0.144, 0.701, 3.847], [-0.183, -0.692, 3.678], [-0.047, -1.232, 2.414], [0.008, -0.404, 1.261], [0.056, -1.011, -0.038], [-0.626, -0.426, -1.147], [-0.432, -0.971, -2.442], [-0.858, -0.312, -3.579], [-1.736, 0.785, -3.450], [-2.157, 1.436, -4.601], [-3.368, 2.184, -4.655], [-3.343, 3.573, -4.521], [-4.540, 4.286, -4.591], [-5.736, 3.620, -4.885], [-5.739, 2.235, -5.092], [-4.557, 1.513, -4.976], [-1.261, 1.563, -5.705], [-1.400, 0.725, -6.818], [-0.519, 0.862, -7.887], [0.461, 1.861, -7.864], [0.561, 2.724, -6.767], [-0.300, 2.578, -5.685], [-2.172, 1.182, -2.170], [-1.585, 0.627, -1.042], [0.009, 1.005, 1.464], [-0.057, 1.549, 2.737], [1.016, 3.348, 5.294], [2.156, 4.055, 5.672], [4.069, 3.969, 6.674], [3.840, 1.552, 7.291], [1.783, 0.291, 6.585], [-1.966, 3.128, 4.864], [-4.015, 3.457, 6.262], [-4.524, 1.850, 8.111], [-2.988, -0.078, 8.536], [-0.917, -0.340, 7.143], [-0.297, -1.324, 4.564], [-0.005, -2.314, 2.288], [0.179, -2.110, -0.081], [0.094, -1.918, -2.538], [-0.555, -0.645, -4.579], [-2.388, 4.073, -4.359], [-4.530, 5.362, -4.420], [-6.670, 4.189, -4.963], [-6.663, 1.714, -5.343], [-4.519, 0.439, -5.153], [-2.199, -0.019, -6.821], [-0.603, 0.187, -8.740], [1.142, 1.978, -8.711], [1.308, 3.518, -6.746], [-0.265, 3.244, -4.821], [-2.939, 1.956, -2.081], [-1.875, 0.991, -0.061], [0.065, 1.683, 0.610], [-0.074, 2.630, 2.895], [0.187, 3.817, 4.763], [2.237, 5.109, 5.404], [2.217, -2.162, -0.487], [2.411, -2.833, -1.744], [2.436, -2.079, -2.969], [2.339, -2.706, -4.192], [2.246, -4.115, -4.245], [1.892, -4.768, -5.457], [1.820, -6.019, -5.464], [1.644, -4.078, -6.471], [2.401, -4.885, -3.080], [2.513, -4.258, -1.855], [2.630, -2.828, 0.740], [1.968, -4.017, 1.157], [2.343, -4.669, 2.319], [3.393, -4.147, 3.091], [3.751, -4.822, 4.295], [4.702, -4.387, 4.982], [3.085, -5.832, 4.627], [4.086, -2.983, 2.690], [3.673, -2.305, 1.556], [2.233, -1.067, -0.500], [2.462, -0.986, -2.920], [2.293, -2.148, -5.130], [2.413, -5.972, -3.159], [2.633, -4.865, -0.963], [1.147, -4.424, 0.567], [1.850, -5.581, 2.649], [4.930, -2.646, 3.289], [4.164, -1.378, 1.254]],
  "atomic_forces_ev_per_a": [[-0.04, -0.02, 0.01], [0.09, 0.27, -0.02], [-0.23, 0.38, -0.27], [0.18, -0.07, 0.14], [0.03, -0.28, -0.01], [-0.09, 0.03, 0.44], [-0.05, -0.34, 0.23], [-0.02, -0.13, 0.03], [0.03, -0.03, -0.05], [-0.12, 0.15, -0.04], [-0.20, 0.34, -0.37], [-0.28, -0.20, 0.05], [0.07, 0.25, 0.03], [-0.14, 0.07, -0.42], [0.77, 0.39, 1.09], [-1.67, -2.06, 0.14], [-0.26, 0.23, -0.86], [0.21, 0.09, -0.07], [-0.17, -0.06, 0.21], [0.19, -0.03, -0.31], [0.05, -0.17, 0.29], [-0.30, 0.14, -0.44], [-0.31, -0.21, 0.19], [-0.11, -0.15, -0.14], [0.05, 0.00, 0.06], [-0.02, 0.24, 0.08], [0.30, 0.34, 0.21], [-0.02, 0.07, -0.54], [0.21, 0.25, 0.25], [0.06, 0.17, 0.01], [-0.05, -0.01, 0.06], [-0.03, -0.09, -0.07], [-0.12, -0.34, -0.11], [0.06, -0.14, 0.26], [0.33, 0.03, -0.36], [0.17, -0.21, -0.15], [-0.07, -0.32, -0.06], [0.40, -0.11, 0.16], [0.05, -0.06, 0.10], [-0.33, -0.21, -0.11], [-0.14, 0.22, -0.14], [0.16, 0.29, -0.10], [-0.24, -0.16, 0.16], [0.10, -0.22, 0.14], [0.35, -0.07, -0.24], [0.02, 0.26, -0.16], [-0.25, 0.15, -0.03], [0.17, 0.22, -0.38], [-0.07, 0.25, -0.01], [-0.63, 1.05, 0.29], [0.05, 0.39, -0.01], [-0.25, 0.00, 0.51], [-0.32, -0.08, 0.07], [-0.07, -0.24, -0.14], [0.41, -0.26, 0.05], [0.20, 0.19, 0.05], [-0.07, 0.24, 0.13], [0.30, 0.15, -0.01], [0.05, 0.24, 0.19], [-0.24, -0.07, 0.31], [-0.15, -0.22, -0.10], [0.15, -0.22, -0.24], [0.32, -0.28, 0.02], [-0.03, -0.10, -0.24], [0.11, -0.30, 0.22], [0.13, -0.40, -0.17], [0.35, 0.00, 0.15], [0.09, -0.24, 0.16], [1.21, 0.93, -0.72], [-0.55, 0.17, -0.23], [-0.10, -0.17, 0.40], [-0.15, -0.62, -0.27], [0.07, 0.70, 0.96], [-0.41, -1.27, -2.12], [0.13, 2.01, 0.07], [0.42, -0.88, 1.59], [0.07, 0.20, -0.07], [-0.08, 0.33, -0.32], [-0.46, -0.15, 0.87], [0.49, 0.40, 0.15], [0.35, 0.13, 0.31], [-0.30, 0.77, -1.48], [0.74, -1.54, 2.58], [-1.67, -0.61, -1.38], [1.19, 1.85, -0.64], [-0.32, -0.48, 0.47], [-0.55, -0.33, -0.32], [0.95, -0.39, -0.10], [0.04, -0.45, 0.01], [-0.01, -0.14, 0.36], [-0.04, 0.35, 0.02], [-0.02, 0.11, -0.25], [0.19, 0.18, 0.10], [0.09, 0.29, -0.06], [-0.30, -0.01, -0.13], [-0.10, -0.35, 0.07]],
  "e_lumo_ev": -1.964,
  "molar_mass_g_mol": 758.88,
  "e_tot_ha": -2447.814838
}